No. 1
{
  "formula": "C22H42N3O4",
  "method": "ωB97M-V/def2-TZVPD",
  "species": ["C", "C", "C", "C", "C", "C", "C", "O", "O", "N", "C", "C", "C", "C", "C", "C", "C", "C", "C", "O", "C", "C", "N", "C", "C", "N", "H", "H", "H", "H", "H", "H", "H", "H", "H", "H", "H", "H", "H", "H", "H", "H", "H", "H", "H", "H", "H", "H", "H", "H", "H", "H", "H", "H", "H", "H", "H", "H", "H", "H", "H", "H", "C", "C", "O", "H", "H", "H", "H", "H", "H"],
  "coordinates": [[-0.48632, -4.15699, -0.65715], [1.16985, -4.07955, -0.64038], [1.77770, -2.62955, -1.10458], [1.51623, -1.39665, -0.05506], [0.71468, -1.71034, 1.37891], [0.38483, -0.49778, 2.46767], [-0.43390, -0.69200, 3.87592], [0.21457, -1.11219, 4.96513], [-1.89676, -0.37455, 3.96816], [-2.52615, -1.52797, 3.58419], [0.89309, 1.00647, 2.05891], [0.62814, 2.35604, 3.00979], [-0.44105, 3.28415, 2.12043], [-1.97044, 2.68726, 2.13685], [-2.31731, 1.63526, 0.92825], [-2.41803, 2.30129, -0.56706], [-2.53365, 1.06125, -1.68267], [-3.89203, 0.15791, -1.51005], [-5.29262, 1.05309, -1.46768], [-5.66705, 1.45986, -0.09674], [-6.14260, 0.31956, 0.70318], [1.69032, 1.20790, 0.61224], [1.95370, 0.04925, -0.37099], [2.66331, 0.44741, -1.66677], [2.01465, 1.82871, -2.34956], [2.87601, 3.05834, -2.00463], [-0.86459, -4.35826, 0.45584], [-0.99143, -3.12628, -0.97374], [-0.89550, -5.06534, -1.30421], [1.53792, -4.88996, -1.43108], [1.58619, -4.40931, 0.42828], [1.20217, -2.33573, -2.10837], [2.91626, -2.67622, -1.40206], [0.34204, -2.78883, 1.69017], [-1.74757, -2.24825, 3.49676], [-2.89745, -1.30018, 2.61661], [0.19197, 2.06880, 4.07135], [1.66830, 2.88153, 3.11555], [-0.01376, 3.43744, 1.01654], [-0.42544, 4.35607, 2.62442], [-2.14707, 2.20988, 3.20037], [-2.75393, 3.58430, 2.05584], [-3.39735, 1.18988, 1.17210], [-1.60331, 0.71154, 0.84907], [-3.36951, 2.96653, -0.75003], [-1.43821, 2.88166, -0.85587], [-1.61807, 0.30047, -1.59287], [-2.50891, 1.45823, -2.79210], [-3.84081, -0.60910, -0.61899], [-3.98282, -0.50826, -2.49650], [-5.24751, 1.95984, -2.23470], [-6.16184, 0.32136, -1.83372], [-6.52179, 0.76814, 1.74200], [-5.32227, -0.47115, 0.97636], [-7.10059, -0.18243, 0.21875], [2.04374, 2.32647, 0.39532], [3.82635, 0.63836, -1.47664], [2.60929, -0.36612, -2.50749], [2.00365, 1.75923, -3.52137], [0.90042, 1.97156, -1.95208], [2.26645, 3.89343, -1.81490], [3.48112, 2.85220, -1.15720], [7.00057, -1.24079, -1.66333], [5.70544, -1.90089, -1.23779], [4.78332, -1.90079, -2.31760], [6.81880, -0.21146, -1.98945], [7.72097, -1.22867, -0.84058], [7.44436, -1.77021, -2.51278], [5.25425, -1.35606, -0.40329], [5.87698, -2.93466, -0.92249], [5.19000, -2.39418, -3.05040]],
  "forces_ev_per_a": [[-0.3561, 0.0790, 1.0540], [-0.0910, -0.5272, -0.1383], [-0.5245, 0.6918, -0.6679], [-1.2222, 1.4272, 2.8153], [0.7079, 3.9081, 0.0328], [1.7810, 0.8743, -4.1436], [2.8369, -1.2599, 5.2367], [-4.2859, 2.8197, -7.4273], [5.2447, 1.4705, 0.6739], [-0.4090, -2.4451, -2.4575], [0.7601, -2.5582, -1.9453], [-0.1557, -0.8441, -1.8064], [0.3210, 0.6854, 0.5485], [-0.0670, 0.3554, -0.0597], [-1.2317, -0.0167, -0.0920], [0.2375, -1.3012, -0.9725], [-0.0818, -0.5190, 0.2255], [-0.3465, 0.0617, -1.1887], [-0.2756, -1.8123, -0.3565], [0.2384, -1.6087, -0.7909], [-1.1144, 0.3617, 1.1824], [-1.8194, -2.8325, 2.5652], [-1.8793, -0.3104, 3.5213], [0.7049, 0.8618, -1.9487], [-0.2231, 0.1660, 0.5533], [-0.7762, -0.9862, 1.2242], [0.7392, 0.3791, -2.4138], [1.1547, -2.2990, 0.4252], [0.9987, 2.1865, 1.2764], [-0.5194, 1.9512, 1.7662], [-0.8357, 0.7953, -2.4312], [1.1943, -0.4871, 2.1130], [-2.1879, 0.1621, 0.8005], [1.0792, 2.4567, -1.1252], [-1.8446, 0.5018, -0.0448], [0.5861, -0.7902, 1.1474], [0.9524, 0.4670, -2.3539], [-2.0613, -0.9340, -0.0986], [-0.9886, -0.4639, 2.3807], [-0.1198, -2.2161, -1.0320], [0.3057, 0.7657, -2.2074], [1.8330, -1.9115, 0.0902], [2.2889, 0.9874, -0.5383], [-1.0660, 1.8250, 0.3208], [1.9916, -1.1363, 0.7586], [-1.9091, -0.8587, 0.7189], [-1.7218, 1.7251, -0.0439], [-0.0940, -0.5427, 2.2835], [-0.0905, 1.7397, -1.6366], [0.2301, 1.3607, 2.1154], [-0.0384, -1.7032, 2.0981], [1.8009, 1.5797, 0.5446], [0.9507, -0.8172, -2.3587], [-1.4337, 1.4088, -0.8292], [2.1452, 0.8529, 0.7416], [-0.6999, -3.0086, 0.0024], [-2.6217, -0.5196, -0.1717], [-0.0589, 1.1870, 2.1985], [-0.0239, -0.2259, 2.3855], [2.2481, -0.5275, -0.9257], [0.9608, -1.2102, -0.1717], [-1.1355, 0.5847, -1.4385], [0.1450, 0.1515, 0.0819], [0.5272, -0.0941, -0.1050], [-0.3687, -0.1978, -0.4685], [0.0050, -0.1100, 0.1144], [-0.0222, -0.0050, -0.1374], [0.0125, -0.0287, 0.1585], [-0.1312, -0.0698, -0.1377], [0.0650, 0.0741, 0.1908], [-0.2145, 0.2740, 0.3195]],
  "homo_ev": -11.819,
  "total_charge": 1,
  "homo_lumo_gap_ev": 7.03,
  "e_above_lowest_kcal_mol": 294.82
}


No. 2
{
  "formula": "C22H42NP3STm",
  "method": "ωB97M-V/def2-TZVPD",
  "species": ["Tm", "P", "P", "P", "H", "C", "C", "H", "C", "C", "C", "C", "C", "C", "C", "C", "C", "H", "H", "H", "H", "H", "H", "H", "H", "H", "H", "H", "H", "H", "H", "H", "H", "H", "H", "H", "H", "H", "H", "H", "H", "H", "H", "H", "H", "H", "C", "C", "C", "C", "C", "C", "S", "H", "H", "H", "H", "H", "H", "C", "C", "C", "N", "C", "C", "H", "H", "H", "H", "H"],
  "coordinates": [[-1.04973, 0.48243, -0.00275], [1.33583, -0.89414, 1.44030], [1.09768, 2.11288, -0.82806], [-1.85786, -2.18473, 0.82997], [-2.73996, 0.69976, -2.42251], [-2.78748, 0.23476, -1.39195], [-3.14731, 1.00221, -0.14813], [-3.40401, 2.02697, -0.32957], [2.65000, -1.96118, 0.68965], [2.53510, 0.22167, 2.28773], [1.18437, -1.92929, 2.96528], [1.00949, 3.53241, -2.02302], [2.20261, 3.05132, 0.33723], [2.50130, 1.19535, -1.69152], [-3.38954, -2.90541, 0.08422], [-2.15377, -2.76756, 2.54026], [-0.71431, -3.55495, 0.31424], [-3.45345, -0.61515, -1.52889], [-4.05599, 0.61447, 0.32591], [3.36193, -2.17019, 1.52096], [3.17339, -1.45541, -0.12332], [2.22511, -2.90430, 0.32449], [3.07367, -0.43458, 3.00519], [2.02221, 1.00876, 2.84857], [3.26554, 0.64210, 1.59061], [2.18470, -1.87552, 3.45704], [0.95609, -2.97756, 2.76084], [0.44369, -1.50160, 3.64266], [1.80465, 4.25711, -1.78476], [0.03279, 4.06590, -1.98056], [1.18166, 3.07361, -3.00184], [3.25539, 2.90063, -0.01359], [2.06956, 2.65963, 1.35752], [1.97330, 4.12515, 0.29998], [2.88449, 1.80530, -2.53221], [2.07744, 0.24972, -2.06789], [3.33291, 0.99713, -0.98940], [-3.47492, -3.94989, 0.44397], [-3.34881, -2.93709, -1.01539], [-4.26985, -2.33938, 0.42585], [-2.71762, -3.71054, 2.46179], [-2.74942, -2.02665, 3.08401], [-1.21648, -2.97077, 3.08531], [-1.35273, -4.39509, -0.00265], [-0.09276, -3.87347, 1.15604], [-0.09059, -3.26741, -0.53786], [-0.41911, -0.81204, -3.53056], [0.47272, -1.78963, -4.00024], [1.18709, -1.47846, -5.13927], [1.12920, -0.24183, -5.76621], [0.31487, 0.74380, -5.23650], [-0.48850, 0.48532, -4.13629], [-1.43925, -1.41796, -2.26451], [-0.13213, -1.35633, -1.05673], [0.53916, -2.75153, -3.49987], [1.80960, -2.29889, -5.51793], [1.66565, -0.06732, -6.67775], [0.20092, 1.69244, -5.75573], [-1.23099, 1.22977, -3.74754], [-0.61642, 3.08934, 4.36920], [-0.94705, 1.73688, 4.51231], [-1.21752, 0.98812, 3.35995], [-1.04238, 1.50724, 2.11107], [-0.87620, 2.85938, 1.99523], [-0.55251, 3.66374, 3.10680], [-0.32496, 3.67394, 5.23254], [-0.97469, 1.22307, 5.48222], [-1.57446, -0.04488, 3.41385], [-1.00179, 3.31688, 0.98703], [-0.24953, 4.69153, 2.89517]],
  "forces_ev_per_a": [[4.7670, -0.1049, 3.9242], [1.6911, -0.8231, 0.6413], [2.7743, 1.6252, -1.0717], [-0.3182, -1.7765, 0.2410], [0.2578, -0.0268, 1.4379], [-6.4201, 0.5370, -3.7845], [-1.2916, -1.6165, -1.7335], [0.9625, 1.0473, -0.6063], [-0.1442, -0.1185, 0.0763], [0.1324, 0.3651, 0.0810], [-0.1774, -0.1143, 0.3160], [-1.1112, -0.0484, -0.1945], [0.0143, -0.4210, 0.8754], [-0.6568, -0.5352, 0.1072], [-0.2762, 0.2185, -0.0303], [0.0473, 0.2164, 0.4317], [-0.1075, 0.1237, -0.2428], [-0.2297, 0.2638, 0.1608], [0.6766, -0.7774, 0.1103], [-0.3992, 0.0364, -0.7342], [-0.0114, -0.0699, 0.0390], [0.2120, 0.1763, 0.0667], [-0.1802, 0.7781, -0.5871], [0.1987, -0.0107, -0.0432], [-0.2044, 0.1177, 0.1242], [-0.9916, -0.3269, -0.3422], [-0.0616, 0.1880, 0.0412], [0.0657, -0.1619, 0.1089], [-0.2686, -0.4711, -0.2355], [0.6575, -0.3490, -0.2181], [-0.2873, 0.5271, -0.0595], [-0.9522, 0.1866, 0.4010], [0.3904, 0.4408, -0.2946], [-0.0533, -0.4270, 0.2148], [-0.2514, -0.3454, 0.4837], [0.5372, 0.1600, -0.1484], [-0.5496, -0.0581, -0.3472], [-0.0005, 0.6022, -0.1950], [-0.1464, 0.0517, 0.3696], [0.1609, -0.2245, -0.2501], [0.1850, 0.3736, 0.1555], [0.0082, -0.2966, 0.0756], [-0.4956, 0.2396, -0.2745], [0.3861, 0.2001, 0.1656], [-0.0573, 0.0614, -0.2900], [0.0850, -0.2973, 0.2308], [0.3894, 1.2039, -1.1864], [-0.8226, 0.7721, -0.0764], [1.0252, -1.2666, -0.1472], [-0.3224, -0.3581, 0.4300], [-0.6514, 0.5134, -0.0831], [-0.8283, -0.7476, 1.2295], [3.3104, 1.3186, 3.7116], [-2.0871, -0.5470, -1.9867], [0.0874, -0.0013, -0.3004], [-0.0861, 0.6045, -0.1182], [0.2589, 0.0509, -0.2343], [0.1593, -0.0792, 0.1734], [0.8947, -0.6555, -0.6175], [0.7018, -0.3046, 0.1089], [-0.3730, -0.4556, -0.5363], [0.7572, 0.6126, -0.0917], [-1.2339, 0.8963, 0.3518], [0.6027, -0.3061, 0.7425], [-0.5445, -0.5008, -1.3695], [-0.1564, -0.0055, 0.0605], [-0.1714, 0.5031, -0.4019], [0.4530, 0.2836, -0.0138], [0.4247, -0.4467, 0.6986], [-0.3542, -0.2198, 0.4603]],
  "homo_ev": [-18.020, -18.003],
  "spin_multiplicity": 3,
  "total_charge": 3,
  "homo_lumo_gap_ev": [6.28, 6.28],
  "e_above_lowest_kcal_mol": 72.47
}


No. 3
{
  "formula": "C22H42O7",
  "method": "ωB97M-V/def2-TZVPD",
  "species": ["C", "C", "C", "C", "C", "O", "C", "O", "C", "C", "C", "C", "C", "C", "C", "O", "C", "H", "H", "H", "H", "H", "H", "H", "H", "H", "H", "H", "H", "H", "H", "H", "H", "H", "H", "H", "H", "H", "H", "C", "O", "C", "C", "O", "C", "H", "H", "H", "H", "H", "H", "H", "H", "H", "H", "C", "O", "C", "C", "O", "C", "H", "H", "H", "H", "H", "H", "H", "H", "H", "H"],
  "coordinates": [[-3.62915, -1.69264, -3.10361], [-3.60419, -2.41475, -4.07153], [-3.16450, -3.32679, -5.14165], [-1.94840, -2.77409, -5.88942], [-1.88157, -1.24577, -6.07988], [-0.75178, -0.76045, -5.31804], [0.01247, -1.74593, -4.78967], [0.94085, -1.51544, -4.07762], [-0.53863, -3.06228, -5.29697], [-0.31567, -4.33452, -4.46841], [-0.88964, -4.23548, -3.02601], [0.16001, -4.40197, -1.91415], [0.69128, -3.08502, -1.33539], [-0.39247, -2.08259, -0.91101], [0.27714, -0.73814, -0.56768], [-0.68810, 0.28267, -0.86848], [-0.09580, 1.37983, -1.53553], [-3.66661, -1.17986, -2.17854], [-2.97888, -4.31112, -4.71716], [-3.99037, -3.42762, -5.84871], [-1.88090, -3.28228, -6.85007], [-1.61672, -1.06559, -7.12181], [-2.69688, -0.65315, -5.67930], [0.04165, -3.27669, -6.20704], [0.75271, -4.55255, -4.46042], [-0.82375, -5.14712, -4.99206], [-1.49469, -3.33599, -2.93971], [-1.58800, -5.07331, -2.92709], [1.00974, -4.93799, -2.34961], [-0.21294, -5.04601, -1.11614], [1.41255, -2.58368, -1.97982], [1.24737, -3.34523, -0.42538], [-1.10644, -1.84491, -1.69635], [-0.90688, -2.44170, -0.01718], [1.13637, -0.54919, -1.21548], [0.54870, -0.68021, 0.48997], [0.59074, 1.90229, -0.85554], [-0.88945, 2.08454, -1.78192], [0.43683, 1.07099, -2.44016], [4.70027, 3.93798, 1.82783], [4.11962, 3.29562, 2.94915], [2.71286, 3.13172, 2.82785], [2.35505, 1.71970, 2.41299], [2.81161, 1.43292, 1.09834], [4.00578, 0.66997, 1.08662], [5.77964, 3.80355, 1.88711], [4.34546, 3.51318, 0.88620], [4.47827, 5.01041, 1.85102], [2.29602, 3.86017, 2.12570], [2.27971, 3.33035, 3.81329], [1.26444, 1.62180, 2.40083], [2.74839, 0.99131, 3.12849], [3.78905, -0.37362, 1.34036], [4.74896, 1.06768, 1.78107], [4.41556, 0.70616, 0.07795], [-0.05111, 2.46542, 6.98108], [-0.10747, 2.90400, 5.63397], [-1.08532, 2.20755, 4.87234], [-2.34763, 3.02754, 4.70671], [-3.01079, 3.22463, 5.94700], [-2.77086, 4.50520, 6.50505], [0.52614, 3.19570, 7.54652], [-1.04580, 2.38512, 7.42436], [0.45487, 1.49585, 7.04074], [-1.30851, 1.23657, 5.32407], [-0.65277, 2.02624, 3.88315], [-3.03847, 2.48107, 4.05740], [-2.12547, 3.98667, 4.22942], [-3.35059, 5.26456, 5.96962], [-1.71126, 4.76871, 6.47765], [-3.09817, 4.48364, 7.54364]],
  "forces_ev_per_a": [[-0.2447, -0.7800, -0.7302], [0.8099, 0.1519, 0.9583], [-0.7721, 0.8773, -0.0278], [0.7833, -0.2710, 0.3622], [1.0220, -0.2747, 0.0411], [0.2782, 0.0544, 0.2921], [-1.1495, -0.0545, -0.3084], [0.3392, -0.0899, 0.0968], [0.4315, -0.8833, -0.6434], [-0.6003, 0.9236, 0.5685], [0.1476, -1.0512, -0.3613], [0.2676, 0.4885, -0.4584], [-0.2648, -0.2029, 0.7718], [1.1960, 0.4101, 0.2978], [-1.1335, 0.1051, -0.5105], [0.1974, 0.0269, 0.0335], [-0.0865, 0.3511, 0.5855], [-0.0921, 0.3670, 0.1115], [0.0776, -0.0606, -0.0235], [0.0403, -0.1564, -0.0941], [-0.5994, 0.1818, -0.1551], [-0.4982, 0.4449, -0.0327], [-0.4381, -0.2590, -0.4868], [0.2627, 0.4227, 0.1050], [-0.0192, -0.0178, 0.0677], [0.1950, -0.0571, -0.1118], [0.1506, 0.0137, 0.2199], [-0.1086, 0.1324, 0.0971], [-0.0270, -0.1038, 0.1257], [-0.1846, 0.1655, 0.0611], [-0.2111, -0.1669, -0.3122], [0.1026, 0.0369, -0.0741], [-0.0264, -0.2088, -0.0268], [-0.2976, -0.1162, -0.1940], [0.2103, -0.2869, 0.2114], [0.2450, 0.0713, -0.0659], [0.1539, -0.0483, -0.1817], [-0.0550, -0.1064, -0.1487], [-0.0556, -0.0106, -0.0110], [0.0376, 0.0388, 0.0983], [-0.0219, -0.0104, -0.2273], [0.1245, -0.1060, 0.4423], [-0.2712, 0.1563, -0.3144], [0.1758, -0.0191, 0.1204], [-0.0692, -0.0510, -0.1118], [-0.0107, 0.0050, 0.0676], [-0.0287, 0.0057, 0.0013], [-0.0005, 0.0079, -0.0926], [0.0078, -0.0562, -0.0729], [-0.0620, -0.0171, -0.0264], [-0.0030, 0.0017, 0.0369], [0.0616, 0.0512, 0.0239], [0.0783, -0.0138, 0.0373], [-0.0202, -0.0024, 0.0290], [-0.0718, -0.0053, -0.0212], [0.1363, 0.0228, -0.0157], [-0.1530, -0.0936, 0.1171], [0.2394, 0.2762, -0.2120], [-0.2618, -0.2900, 0.0964], [0.1880, 0.1179, 0.0205], [-0.1023, -0.0283, 0.0132], [0.0366, 0.0066, -0.0598], [-0.0152, -0.0137, -0.0248], [-0.0495, -0.0261, 0.0694], [-0.0600, 0.0249, 0.0338], [-0.0480, -0.0315, -0.0134], [0.0321, 0.0090, -0.0415], [0.0708, 0.0010, 0.0220], [0.0624, 0.0650, 0.0119], [0.0034, -0.0007, -0.0309], [-0.0519, -0.0435, -0.0252]],
  "smiles": "C#CC[C@H]1COC(=O)[C@H]1CCCCCCOC.COCCOC.COCCOC",
  "homo_ev": -9.079,
  "homo_lumo_gap_ev": 9.73
}


Number 1: electronic energy -36131.773 eV. Number 2: electronic energy -93186.747 eV. Number 3: electronic energy -37822.557 eV.